# 1
A molecular structure, C38H31I2MgN6O4S, computed with ωB97M-V/def2-TZVPD.

```
! wB97M-V def2-TZVPD RIJCOSX def2/J DEFGRID3
* xyz -1 1
Mg -0.933 0.652 -0.407
C -5.124 1.363 -1.629
C -5.963 0.797 -0.675
C -5.398 0.228 0.440
C -4.002 0.233 0.607
N -3.197 0.771 -0.317
C -3.765 1.315 -1.401
N -3.558 -0.354 1.776
C -2.346 -0.339 2.205
N -1.195 0.200 1.673
C -0.163 -0.092 2.523
N 1.104 0.161 2.451
C 1.714 0.843 1.420
C 3.044 1.225 1.672
C 3.752 1.933 0.733
C 3.129 2.248 -0.472
C 1.839 1.811 -0.661
N 1.127 1.125 0.245
C -0.672 -0.854 3.692
C -0.028 -1.402 4.784
C -0.806 -2.117 5.688
C -2.178 -2.272 5.490
C -2.812 -1.719 4.382
C -2.028 -1.010 3.494
H -5.505 1.815 -2.533
H -7.038 0.795 -0.809
H -5.989 -0.236 1.216
H -3.081 1.710 -2.140
H 3.467 0.944 2.626
H 4.773 2.237 0.928
H 3.634 2.798 -1.254
H 1.331 2.000 -1.595
H 1.040 -1.285 4.911
H -0.340 -2.571 6.553
H -2.754 -2.844 6.207
H -3.872 -1.843 4.205
I -0.370 1.919 -5.470
C -0.635 3.212 -3.856
C -0.674 4.598 -4.066
C -0.876 5.475 -3.032
I -0.906 7.528 -3.448
C -1.067 4.994 -1.712
C -1.299 5.781 -0.562
C -1.480 5.183 0.654
C -1.434 3.780 0.743
N -1.218 3.024 -0.303
C -1.028 3.597 -1.514
C -0.789 2.646 -2.591
O -0.736 1.401 -2.325
H -0.541 4.975 -5.071
H -1.331 6.859 -0.655
H -1.657 5.773 1.543
H -1.581 3.268 1.689
C 3.060 -2.367 0.006
C 3.971 -1.608 -0.933
O 3.180 -0.882 -1.851
C 3.943 -0.230 -2.837
C 2.998 0.509 -3.763
H 3.634 -3.039 0.646
H 2.346 -2.963 -0.563
H 2.496 -1.688 0.643
H 4.633 -2.295 -1.481
H 4.612 -0.909 -0.375
H 4.540 -0.968 -3.394
H 4.651 0.468 -2.364
H 2.238 -0.173 -4.143
H 3.535 0.944 -4.608
H 2.481 1.310 -3.238
O 1.958 -7.262 0.533
C 1.609 -6.181 1.288
O 1.890 -6.183 2.458
C 0.909 -5.082 0.588
C 0.839 -4.964 -0.805
C 0.175 -3.912 -1.400
C -0.459 -2.912 -0.637
S -1.266 -1.606 -1.456
C -0.388 -3.053 0.755
C 0.284 -4.097 1.354
H 1.589 -7.159 -0.351
H 1.345 -5.672 -1.457
H 0.158 -3.822 -2.479
H -0.873 -2.315 1.376
H 0.328 -4.171 2.434
*
```

As for the energy relative to the best compared isomer or geometry (same formula, charge and spin): 0.081 eV. The value obtained for the HOMO-LUMO gap is 6.2690 eV. The LUMO energy is 1.8 eV.

---

# 2
A single C6H8N2 molecule in a non-equilibrium geometry, computed with ωB97M-V/def2-TZVPD.

```
! wB97M-V def2-TZVPD RIJCOSX def2/J DEFGRID3
* xyz 0 1
C 2.781 -0.093 0.139
N 1.361 0.051 -0.082
C 0.507 -1.114 -0.055
C -0.754 -0.705 -0.180
C -0.682 0.725 -0.082
C 0.640 1.145 -0.086
N -2.105 0.797 -0.008
C -2.198 -0.742 0.108
H 3.257 0.710 -0.405
H 3.210 -1.053 -0.313
H 3.018 0.080 1.232
H 0.913 -2.121 0.006
H 0.969 2.153 0.057
H -2.703 1.354 0.594
H -2.758 -1.101 -0.725
H -2.460 -1.258 1.114
*
```

As for the energy relative to the best compared isomer or geometry (same formula, charge and spin): 3.358 eV. The value obtained for the HOMO-LUMO gap is 7.9638 eV. The LUMO energy is 1.0 eV.

---

# 3
A single C3H7NO4 molecule in a non-equilibrium geometry, computed with ωB97M-V/def2-TZVPD.

```
! wB97M-V def2-TZVPD RIJCOSX def2/J DEFGRID3
* xyz 0 1
C -0.702 -1.146 -1.118
C 1.426 0.438 -0.629
O -0.267 0.166 -0.755
N 2.184 -0.488 -0.330
H 1.817 -1.210 0.284
H 1.567 1.304 -1.260
H -0.284 -1.394 -2.093
H -0.377 -1.871 -0.370
H -1.792 -1.146 -1.175
C -0.633 0.586 0.900
O 0.641 1.439 0.971
O -1.678 1.454 0.771
O -0.661 -0.377 1.657
H -2.350 1.137 1.392
H 1.110 1.110 1.755
*
```

As for the energy relative to the best compared isomer or geometry (same formula, charge and spin): 4.256 eV. The value obtained for the HOMO-LUMO gap is 11.1659 eV. The LUMO energy is 0.8 eV.

---

# 4
A molecular structure, C18H41OP3SeTm in a non-equilibrium geometry, computed with ωB97M-V/def2-TZVPD.

```
! wB97M-V def2-TZVPD RIJCOSX def2/J DEFGRID3
* xyz 3 3
Tm -0.263 -0.857 0.950
P 0.175 1.463 2.440
P -2.733 0.200 0.589
P 2.322 -0.445 0.384
H -1.474 -2.777 -2.904
C -0.675 -3.204 -2.269
C -0.587 -2.978 -0.947
H -1.475 -2.584 -0.344
C 0.324 3.155 1.667
C -1.167 1.827 3.649
C 1.620 1.520 3.579
C -3.530 -0.477 -0.913
C -4.018 -0.076 1.873
C -3.067 1.954 0.296
C 2.788 -1.375 -1.140
C 3.527 -1.051 1.629
C 3.135 1.121 -0.029
H 0.045 -3.845 -2.812
H 0.295 -3.371 -0.391
H 0.382 3.901 2.485
H -0.549 3.357 1.033
H 1.226 3.227 1.041
H -0.856 2.733 4.219
H -1.285 0.971 4.330
H -2.136 2.002 3.156
H 1.476 2.407 4.230
H 2.561 1.621 3.021
H 1.678 0.603 4.190
H -4.615 -0.355 -0.810
H -3.293 -1.536 -1.049
H -3.202 0.074 -1.799
H -4.925 0.367 1.445
H -3.745 0.452 2.799
H -4.172 -1.146 2.071
H -4.155 1.947 0.160
H -2.579 2.275 -0.625
H -2.798 2.600 1.135
H 3.888 -1.409 -1.164
H 2.400 -0.866 -2.037
H 2.374 -2.392 -1.124
H 4.407 -1.399 1.062
H 3.115 -1.889 2.218
H 3.842 -0.245 2.317
H 4.136 0.832 -0.396
H 3.245 1.772 0.850
H 2.583 1.640 -0.826
C -0.137 0.566 -3.689
C -0.593 -0.625 -4.242
C -0.081 -0.901 -5.538
C 0.850 -0.032 -6.180
C 1.273 1.145 -5.502
C 0.811 1.394 -4.224
Se -0.211 1.474 -1.667
H 0.141 0.045 -1.671
H -1.294 -1.265 -3.688
H -0.342 -1.806 -6.087
H 1.311 -0.233 -7.178
H 1.969 1.859 -5.975
H 1.210 2.206 -3.619
C 0.241 -2.033 3.952
O -0.049 -2.390 2.582
H 1.280 -1.679 4.035
H 0.062 -2.913 4.601
H -0.404 -1.195 4.286
H -0.282 -3.360 2.562
*
```

The value obtained for the HOMO-LUMO gap (alpha / beta) is 7.0247 / 7.0988 eV. The LUMO energy (alpha / beta) is -9.8 / -9.7 eV.

---

# 5
A single C7H6S molecule in a non-equilibrium geometry, computed with ωB97M-V/def2-TZVPD.

```
! wB97M-V def2-TZVPD RIJCOSX def2/J DEFGRID3
* xyz 0 1
C -1.432 -2.006 1.745
C -0.525 -1.206 1.629
C 0.565 -0.439 1.218
C 1.923 -0.588 1.568
C 0.375 0.536 0.169
C 0.637 1.886 0.399
C -0.343 0.121 -0.980
S -0.625 0.620 -2.549
H -2.324 -2.818 1.536
H 2.815 0.093 1.280
H 1.820 -1.088 2.630
H 0.472 2.801 -0.230
H 0.914 2.080 1.450
H -0.892 -0.815 -0.366
*
```

As for the energy relative to the best compared isomer or geometry (same formula, charge and spin): 5.794 eV. The value obtained for the HOMO-LUMO gap is 7.5426 eV. The LUMO energy is -0.9 eV.

---

# 6
2 unconnected molecules or ions with the total composition C8H14OS in a non-equilibrium geometry, computed with ωB97M-V/def2-TZVPD.

```
! wB97M-V def2-TZVPD RIJCOSX def2/J DEFGRID3
* xyz 0 1
C -2.593 -1.911 -0.196
S -1.516 -0.925 -1.287
C -1.226 0.499 -0.324
C -0.298 1.419 -0.530
C -0.669 2.166 0.790
C -1.693 0.994 0.945
H -2.990 -2.772 -0.738
H -3.369 -1.321 0.157
H -1.865 -2.058 0.597
H 0.449 1.713 -1.248
H -1.229 3.127 0.670
H 0.111 2.121 1.577
H -1.583 0.462 1.853
H -2.743 1.289 0.723
C 2.683 -0.201 -1.570
C 2.430 -0.282 -0.098
C 1.323 -0.863 0.339
O 0.848 -0.966 1.611
H 1.821 -0.619 -2.108
H 3.107 0.748 -1.672
H 3.592 -0.795 -1.876
H 3.235 0.113 0.492
H 0.586 -1.246 -0.437
H 1.589 -0.692 2.328
*
```

As for the energy relative to the best compared isomer or geometry (same formula, charge and spin): 3.572 eV. The value obtained for the HOMO-LUMO gap is 8.4871 eV. The LUMO energy is 0.7 eV.

---

Number 4 is which compound?
C18H41OP3SeTm